[1]
This record from OMol25 describes one molecule with the formula C12H11N5O2S. The level of theory is wB97M-V/def2-TZVPD.

```
31
Properties=species:S:1:pos:R:3:nbo_charge:R:1
O -0.28 -5.50 1.01 -0.969
N 0.07 1.93 -1.03 -0.326
N -2.67 1.11 0.96 -0.445
N 1.96 -3.10 -0.16 -0.436
N -0.02 -2.21 0.75 -0.442
O 0.86 3.92 -1.94 -0.480
C -0.09 3.21 -1.27 0.499
C -2.00 1.90 0.20 0.290
C -1.89 -0.04 1.03 -0.025
C -1.30 3.95 -0.83 -0.262
C -2.26 3.29 -0.10 -0.157
C -0.81 0.00 0.20 0.070
C 0.91 -3.17 0.66 0.181
C 2.12 -2.04 -0.90 0.091
C 0.19 -1.10 0.02 0.223
C 1.25 -0.99 -0.84 -0.288
N -0.88 1.27 -0.31 -0.151
S 0.69 -4.60 1.72 1.234
C 2.01 3.22 -2.39 -0.256
C -0.47 -4.11 3.04 -0.799
H -2.17 -0.88 1.65 0.224
H -1.37 5.02 -1.07 0.240
H -3.14 3.76 0.26 0.244
H 3.01 -1.98 -1.53 0.201
H 1.42 -0.10 -1.42 0.246
H 2.66 2.82 -1.58 0.190
H 1.73 2.45 -3.04 0.186
H 2.61 3.92 -2.99 0.200
H -1.41 -3.76 2.60 0.249
H -0.09 -3.27 3.59 0.216
H -0.67 -4.95 3.73 0.250
```

Calculated values
E_tot (a.u.): -1286.24555
Net charge: 0
Kohn-Sham gap (eV): 8.557
LUMO energy (eV): -0.263
Energy above the lowest of the compared OMol25 structures with the same formula, charge and spin (eV): 2.715

***

[2]
This record from OMol25 describes one molecule with the formula C12H11N5S2. The level of theory is wB97M-V/def2-TZVPD.

```
30
Properties=species:S:1:pos:R:3:nbo_charge:R:1
C -1.00 -0.49 5.90 -0.226
C -0.02 0.35 5.34 -0.189
C 0.29 0.19 3.99 -0.244
C -0.39 -0.72 3.20 0.141
N -0.14 -0.96 1.87 -0.596
C -0.34 0.04 0.97 0.254
N -0.35 -0.37 -0.24 -0.502
C -0.35 0.72 -1.09 0.124
C -0.19 0.55 -2.56 -0.526
S 1.55 0.05 -2.88 0.279
C 1.59 0.08 -4.64 0.137
N 0.51 0.41 -5.44 -0.509
C 0.92 0.25 -6.64 0.182
N 2.21 -0.21 -6.62 -0.372
N 2.64 -0.32 -5.34 -0.289
C -0.43 1.93 -0.49 -0.454
S -0.46 1.76 1.24 0.369
C -1.42 -1.48 3.75 -0.231
C -1.69 -1.38 5.11 -0.194
H -1.24 -0.40 6.93 0.213
H 0.52 1.11 5.90 0.220
H 1.10 0.79 3.52 0.226
H -0.29 -1.89 1.52 0.417
H -0.86 -0.22 -2.95 0.240
H -0.42 1.47 -3.10 0.239
H 0.31 0.45 -7.52 0.211
H 2.82 -0.40 -7.42 0.417
H -0.48 2.85 -1.00 0.238
H -1.89 -2.23 3.15 0.209
H -2.49 -1.96 5.54 0.215
```

Calculated values
E_tot (a.u.): -1534.02634
SMILES: c1ccc(Nc2nc(CSc3nc[nH]n3)cs2)cc1
Net charge: 0
Kohn-Sham gap (eV): 8.703
LUMO energy (eV): 0.727
Energy above the lowest of the compared OMol25 structures with the same formula, charge and spin (eV): 0.604

***

[3]
This record from OMol25 describes one molecule with the formula C12H11NO. The level of theory is wB97M-V/def2-TZVPD.

```
25
Properties=species:S:1:pos:R:3:nbo_charge:R:1
O 2.54 -2.05 -0.50 -0.735
C 2.91 -1.15 0.54 -0.120
C 3.31 0.26 0.11 -0.119
C 2.50 1.23 -0.24 -0.262
C 1.05 1.05 -0.23 0.206
C 0.18 2.19 -0.14 -0.246
C -1.19 2.08 -0.02 -0.112
C -1.71 0.75 -0.10 -0.137
C -3.07 0.55 0.04 -0.161
C -3.62 -0.71 0.03 -0.224
C -2.75 -1.79 -0.01 -0.197
C -1.38 -1.63 -0.26 -0.204
C -0.85 -0.30 -0.27 0.157
N 0.57 -0.18 -0.35 -0.453
H 1.69 -1.57 -0.81 0.498
H 3.80 -1.59 1.09 0.181
H 2.18 -1.06 1.37 0.173
H 4.39 0.46 -0.06 0.202
H 2.95 2.09 -0.64 0.216
H 0.69 3.13 0.00 0.216
H -1.86 2.93 0.30 0.228
H -3.76 1.43 0.05 0.212
H -4.73 -0.78 0.17 0.224
H -3.13 -2.85 0.08 0.221
H -0.69 -2.49 -0.13 0.236
```

Calculated values
E_tot (a.u.): -593.82607
SMILES: OC/C=C\c1ccc2ccccc2n1
Net charge: 0
Kohn-Sham gap (eV): 8.676
LUMO energy (eV): -0.252
Energy above the lowest of the compared OMol25 structures with the same formula, charge and spin (eV): 1.154

***

[4]
This record from OMol25 describes one molecule with the formula C12H11NO. The level of theory is wB97M-V/def2-TZVPD.

```
25
Properties=species:S:1:pos:R:3:nbo_charge:R:1
C -1.73 2.11 0.61 -0.671
C -2.11 0.72 -0.19 -0.046
C -3.50 0.16 -0.05 -0.227
C -3.72 -1.17 -0.06 -0.044
N -2.56 -1.94 -0.29 -0.413
C -1.35 -1.55 -0.43 -0.032
C -1.00 -0.14 -0.61 0.277
O 0.08 0.48 -0.93 -0.474
C 1.39 -0.18 -0.53 0.253
C 2.40 0.21 -1.33 -0.234
C 3.72 -0.05 -0.92 -0.191
C 3.84 -0.55 0.41 -0.224
C 2.80 -0.72 1.40 -0.174
C 1.45 -0.65 0.74 -0.244
H -1.24 2.98 -0.10 0.228
H -2.64 2.79 0.72 0.231
H -1.14 1.79 1.58 0.239
H -4.47 0.77 0.00 0.216
H -4.68 -1.67 0.28 0.216
H -0.67 -2.25 -0.86 0.189
H 2.36 0.72 -2.25 0.233
H 4.43 0.05 -1.68 0.224
H 4.83 -0.31 0.91 0.211
H 3.00 -0.89 2.39 0.223
H 0.50 -0.72 1.21 0.235
```

Calculated values
E_tot (a.u.): -593.68828
SMILES: Cc1ccncc1Oc1ccccc1
Net charge: 0
Kohn-Sham gap (eV): 8.708
LUMO energy (eV): 0.585
Energy above the lowest of the compared OMol25 structures with the same formula, charge and spin (eV): 4.903

***

[5]
This record from OMol25 describes one molecule with the formula C12H11NS. The level of theory is wB97M-V/def2-TZVPD.

```
25
Properties=species:S:1:pos:R:3:nbo_charge:R:1
C 2.56 2.14 0.82 -0.397
C 1.62 1.22 0.62 0.145
N 1.65 0.08 1.44 -0.444
C 0.61 -0.52 1.65 0.469
C -0.04 -1.57 2.01 -0.444
C -0.60 -2.33 0.94 -0.143
C -1.16 -1.73 -0.15 -0.240
C -1.56 -0.34 -0.12 -0.092
C -2.88 0.01 0.20 -0.253
C -3.08 1.36 0.43 -0.389
S -1.58 2.20 0.57 0.415
C -0.71 0.75 0.03 -0.150
C 0.66 1.08 -0.48 -0.317
C 1.25 0.05 -1.52 -0.583
H 3.26 2.05 1.54 0.200
H 2.66 3.12 0.26 0.199
H -0.24 -1.95 3.09 0.255
H -0.60 -3.34 1.05 0.209
H -1.76 -2.17 -0.97 0.222
H -3.61 -0.68 0.20 0.215
H -4.02 1.95 0.71 0.246
H 0.75 2.06 -1.11 0.242
H 0.65 -0.50 -2.22 0.219
H 1.79 -0.68 -1.11 0.210
H 1.91 0.58 -2.08 0.207
```

Calculated values
E_tot (a.u.): -916.63070
SMILES: C=C1N=C=C/C=C\c2ccsc2[C@@H]1C
Net charge: 0
Kohn-Sham gap (eV): 8.318
LUMO energy (eV): 0.542
Energy above the lowest of the compared OMol25 structures with the same formula, charge and spin (eV): 3.970

***

[6]
This record from OMol25 describes C12H12AlCl2N2O2S6 as an isolated structure. The level of theory is wB97M-V/def2-TZVPD.

```
37
Properties=species:S:1:pos:R:3:nbo_charge:R:1
Al -0.28 -0.37 0.40 1.514
Cl -2.45 -0.93 1.12 0.094
C -2.29 -1.42 2.78 -0.114
C -3.37 -2.01 3.42 -0.205
C -3.22 -2.38 4.74 -0.188
C -2.01 -2.17 5.39 -0.186
C -0.94 -1.59 4.72 -0.083
Cl 0.55 -1.36 5.54 0.074
C -1.07 -1.19 3.39 -0.107
S 0.29 -0.42 2.58 -0.243
H -4.30 -2.16 2.89 0.238
H -4.05 -2.83 5.27 0.241
H -1.89 -2.46 6.42 0.248
C -3.43 -0.65 -2.10 -0.260
O -2.62 0.39 -2.68 -0.454
C -1.57 0.84 -2.05 0.956
O -1.19 0.42 -0.93 -0.852
N -0.93 1.79 -2.70 -0.402
N 0.24 2.32 -2.18 -0.638
H -4.19 -0.87 -2.84 0.234
H -3.91 -0.29 -1.19 0.200
H -2.84 -1.53 -1.89 0.200
H -1.27 2.03 -3.62 0.413
H 0.25 3.32 -2.29 0.384
H 1.06 1.90 -2.62 0.385
C 4.33 1.05 -4.15 -0.747
S 3.24 -0.07 -3.23 0.297
C 3.40 0.55 -1.58 -0.405
C 2.64 0.10 -0.57 -0.422
S 1.46 -1.21 -0.79 -0.279
S 2.99 0.78 1.01 0.459
C 4.21 1.92 0.50 -0.575
S 4.97 2.96 1.49 0.056
S 4.58 1.78 -1.20 0.458
H 4.18 0.82 -5.20 0.250
H 5.37 0.87 -3.88 0.236
H 4.06 2.08 -3.95 0.224
```

Calculated values
E_tot (a.u.): -4276.28143
Net charge: +1
Kohn-Sham gap (eV): 7.245
LUMO energy (eV): -2.863
Energy above the lowest of the compared OMol25 structures with the same formula, charge and spin (eV): 1.731

***

[7]
This record from OMol25 describes a 5-piece molecular cluster, C12H12BCl17N2O overall. The level of theory is wB97M-V/def2-TZVPD.

```
45
Properties=species:S:1:pos:R:3:nbo_charge:R:1
C -4.34 -0.18 -4.99 -0.604
C -5.01 -1.14 -4.00 -0.437
C -3.96 -2.08 -3.41 -0.130
Cl -4.25 -3.73 -4.11 -0.073
C -4.04 -2.26 -1.89 -0.322
C -5.38 -2.72 -1.52 0.274
N -6.44 -3.14 -1.36 -0.283
C -3.67 -1.00 -1.04 -0.701
C -3.13 0.09 -1.82 0.311
N -2.64 0.95 -2.43 -0.335
B -2.55 -1.42 0.04 1.116
C -1.04 -1.53 -0.37 -1.051
O -2.92 -1.64 1.35 -0.924
H -4.97 0.66 -5.24 0.219
H -4.11 -0.77 -5.87 0.205
H -3.40 0.19 -4.62 0.220
H -5.77 -1.68 -4.55 0.239
H -5.50 -0.59 -3.19 0.208
H -2.96 -1.84 -3.72 0.235
H -3.34 -3.05 -1.64 0.258
H -4.56 -0.67 -0.53 0.282
H -0.58 -2.42 0.04 0.253
H -0.55 -0.70 0.14 0.275
H -0.85 -1.41 -1.43 0.237
H -3.31 -2.51 1.48 0.514
Cl -2.84 2.23 0.38 0.063
C -1.26 2.58 1.09 -0.225
Cl -1.18 4.29 1.54 0.055
Cl -1.03 1.58 2.53 0.055
Cl 0.01 2.22 -0.08 0.066
Cl 2.38 4.44 0.58 0.061
C 3.90 3.69 0.10 -0.226
Cl 4.49 2.66 1.41 0.053
Cl 3.64 2.71 -1.35 0.048
Cl 5.09 4.95 -0.26 0.056
Cl 6.08 -1.01 5.35 0.060
C 5.28 0.55 5.18 -0.225
Cl 3.53 0.31 5.00 0.058
Cl 5.59 1.54 6.61 0.057
Cl 5.90 1.38 3.75 0.058
Cl 11.60 0.63 4.27 0.058
C 9.94 0.10 4.56 -0.226
Cl 9.02 1.42 5.29 0.058
Cl 9.20 -0.37 3.03 0.056
Cl 9.95 -1.29 5.67 0.055
```

Calculated values
E_tot (a.u.): -8497.29189
SMILES: CC[C@H](Cl)[C@H](C#N)[C@H](C#N)B(C)O.ClC(Cl)(Cl)Cl.ClC(Cl)(Cl)Cl.ClC(Cl)(Cl)Cl.ClC(Cl)(Cl)Cl
Net charge: 0
Kohn-Sham gap (eV): 10.773
LUMO energy (eV): 0.021

***

[8]
This record from OMol25 describes a 4-piece molecular cluster, C12H12F4O12 overall. The level of theory is wB97M-V/def2-TZVPD.

```
40
Properties=species:S:1:pos:R:3:nbo_charge:R:1
O 5.16 2.99 8.05 -0.555
C 5.71 2.57 9.03 0.968
O 5.25 1.48 9.66 -0.489
C 5.64 1.55 11.04 -0.128
C 6.91 2.43 10.93 0.429
F 8.02 1.66 10.63 -0.357
O 6.63 3.18 9.79 -0.486
H 4.95 2.18 11.61 0.194
H 5.69 0.51 11.36 0.231
H 7.23 3.07 11.75 0.188
O 8.84 4.88 12.69 -0.603
C 9.86 4.42 12.22 0.982
O 10.90 3.97 12.91 -0.470
C 11.89 3.49 12.03 -0.137
C 11.35 3.75 10.62 0.443
F 11.25 2.57 9.97 -0.319
O 10.10 4.35 10.91 -0.483
H 12.81 4.00 12.28 0.206
H 12.03 2.41 12.13 0.216
H 11.89 4.45 9.99 0.169
O 8.87 3.14 22.93 -0.549
C 9.28 2.94 21.83 0.968
O 8.53 2.95 20.72 -0.478
C 9.23 2.33 19.66 -0.136
C 10.63 2.07 20.18 0.438
F 11.56 2.86 19.60 -0.327
O 10.53 2.49 21.54 -0.492
H 8.75 1.36 19.53 0.199
H 9.18 2.97 18.78 0.210
H 10.88 1.01 20.19 0.168
O 5.30 -0.23 15.43 -0.538
C 6.22 0.52 15.46 0.966
O 7.19 0.49 16.39 -0.475
C 7.91 1.73 16.26 -0.142
C 7.65 2.16 14.84 0.422
F 8.70 1.78 14.06 -0.350
O 6.53 1.44 14.50 -0.494
H 7.63 2.46 17.02 0.200
H 8.97 1.52 16.37 0.217
H 7.56 3.24 14.66 0.193
```

Calculated values
E_tot (a.u.): -1766.85803
SMILES: O=C1OC[C@@H](F)O1.O=C1OC[C@@H](F)O1.O=C1OC[C@@H](F)O1.O=C1OC[C@@H](F)O1
Net charge: 0
Kohn-Sham gap (eV): 11.073
LUMO energy (eV): 0.007
Energy above the lowest of the compared OMol25 structures with the same formula, charge and spin (eV): 0.817